Entry 1:
Entry from the Open Molecules 2025 dataset: a 7-piece molecular cluster, C13H39BFO9 overall (the ωB97M-V functional and the def2-TZVPD basis).

Geometry as XYZ:
```
63
Properties=species:S:1:pos:R:3:lowdin_charge:R:1
C -0.900 1.777 -0.041 -0.069
C -1.366 1.563 -1.542 -0.227
F -2.485 0.635 -1.487 -0.112
B -0.158 0.782 -2.329 -0.765
O 1.165 1.441 -2.467 -0.111
C 2.125 0.339 -2.522 -0.122
C 1.274 -0.967 -2.160 -0.291
C 1.836 -2.010 -1.111 -0.130
C 0.678 -3.081 -0.828 -0.173
C 0.388 -3.329 0.704 -0.272
O -0.237 -2.229 1.389 -0.102
O 0.178 -0.352 -1.429 -0.088
H 0.184 2.052 0.007 0.054
H -1.555 2.536 0.491 0.072
H -1.023 0.810 0.536 0.073
H -1.726 2.506 -2.048 0.105
H -0.459 0.348 -3.410 0.105
H 2.538 0.425 -3.580 0.105
H 2.970 0.653 -1.843 0.112
H 0.719 -1.515 -2.975 0.142
H 2.730 -2.534 -1.559 0.104
H 2.065 -1.511 -0.127 0.109
H -0.284 -2.847 -1.365 0.120
H 1.035 -4.078 -1.249 0.105
H 1.310 -3.699 1.265 0.119
H -0.353 -4.187 0.772 0.112
H 0.268 -1.403 1.273 0.052
C 1.041 4.712 2.071 -0.169
O 1.251 3.755 1.043 -0.132
H 0.078 4.513 2.540 0.073
H 1.831 4.636 2.824 0.076
H 1.031 5.720 1.647 0.075
H 2.105 3.953 0.641 0.087
C 0.383 1.457 3.455 -0.138
O 0.593 0.533 2.404 -0.128
H -0.581 1.243 3.917 0.085
H 1.173 1.358 4.206 0.076
H 0.374 2.471 3.059 0.040
H 1.447 0.738 2.006 0.087
C -1.943 -4.932 3.858 -0.155
O -0.677 -4.407 3.480 -0.142
H -1.838 -6.003 4.037 0.076
H -2.290 -4.448 4.769 0.045
H -2.666 -4.770 3.053 0.081
H -0.792 -3.459 3.323 0.059
C -1.572 3.808 -4.904 -0.153
O -0.278 3.287 -5.161 -0.131
H -2.106 3.895 -5.850 0.075
H -2.119 3.133 -4.241 0.070
H -1.492 4.797 -4.443 0.075
H 0.176 3.214 -4.309 0.075
C -3.397 -4.377 7.584 -0.159
O -3.900 -4.146 6.275 -0.142
H -3.136 -5.431 7.674 0.079
H -2.504 -3.770 7.754 0.078
H -4.160 -4.131 8.327 0.072
H -4.124 -3.210 6.216 0.083
C 3.201 2.149 -6.553 -0.171
O 2.164 2.807 -7.265 -0.135
H 4.083 2.097 -7.191 0.069
H 3.446 2.709 -5.646 0.075
H 2.888 1.136 -6.288 0.073
H 1.396 2.840 -6.680 0.043
```

Values from the calculation:
HOMO-LUMO gap = 6.8 eV
total charge = -1
molecular weight = 369.26 u
multiplicity = 1
largest force on an atom = 0.0566 hartree/bohr
LUMO level = 2.31 eV

---

Entry 2:
Entry from the Open Molecules 2025 dataset: a 6-piece molecular cluster, C13H39NO10 overall (the ωB97M-V functional and the def2-TZVPD basis).

Geometry as XYZ:
```
63
Properties=species:S:1:pos:R:3:lowdin_charge:R:1
C -1.552 2.692 2.466 -0.109
O -0.140 2.655 2.450 -0.172
C 0.422 2.904 1.183 -0.212
C 1.898 2.507 1.093 -0.401
C 2.170 1.012 1.521 -0.054
N 2.696 3.413 1.872 0.045
H -1.877 3.724 2.335 0.095
H -1.934 2.340 3.424 0.106
H -2.068 2.210 1.635 0.051
H -0.173 2.270 0.525 0.100
H 0.306 3.953 0.911 0.129
H 2.186 2.574 0.044 0.099
H 1.995 0.750 2.564 0.077
H 3.180 0.650 1.331 0.068
H 1.687 0.358 0.795 0.036
H 3.477 2.850 2.176 0.063
H 2.151 3.590 2.704 0.070
O -1.690 -0.360 0.918 -0.102
C -1.126 -1.266 0.028 -0.162
C -0.219 -0.625 -1.147 -0.179
O 0.662 0.387 -0.744 -0.131
H -0.958 0.249 1.040 0.087
H -0.440 -1.951 0.526 0.070
H -1.925 -1.861 -0.414 0.115
H -0.798 -0.246 -1.990 0.106
H 0.462 -1.395 -1.510 0.103
H 1.070 0.778 -1.521 -0.058
O 0.765 4.130 -1.823 -0.063
C 2.019 3.791 -2.430 -0.188
C 1.694 2.417 -3.088 -0.148
O 2.053 1.301 -2.241 -0.063
H 0.540 3.294 -1.407 0.045
H 2.252 4.456 -3.262 0.114
H 2.888 3.878 -1.779 0.121
H 2.336 2.239 -3.951 0.117
H 0.695 2.164 -3.442 0.140
H 2.953 1.113 -2.518 0.131
O 0.307 -3.847 0.288 -0.121
C 1.304 -3.548 1.165 -0.245
C 0.559 -3.374 2.476 -0.204
O -0.088 -4.657 2.839 -0.065
H -0.103 -4.489 0.871 0.096
H 2.049 -4.325 1.340 0.138
H 1.562 -2.493 1.077 0.127
H -0.106 -2.513 2.408 0.113
H 1.228 -3.143 3.305 0.120
H -0.798 -4.360 3.412 0.086
O 0.293 -4.262 -2.771 -0.048
C -0.554 -3.525 -1.977 -0.279
C -1.635 -2.810 -2.872 -0.140
O -1.183 -1.507 -3.369 -0.136
H 0.863 -3.624 -3.206 0.087
H -0.897 -4.432 -1.479 0.127
H -0.005 -2.982 -1.207 0.060
H -2.419 -2.547 -2.162 0.089
H -2.175 -3.183 -3.743 0.121
H -1.718 -1.278 -4.132 0.083
C -3.746 0.486 1.704 -0.165
O -5.081 0.767 1.322 -0.114
H -3.121 1.326 2.008 0.019
H -3.788 -0.013 2.672 0.091
H -3.204 -0.144 0.999 0.044
H -5.201 1.534 0.757 0.068
```

Values from the calculation:
HOMO-LUMO gap = 9.0 eV
total charge = 0
molecular weight = 369.45 u
multiplicity = 1
relative energy (zero: lowest compared OMol25 entry of this formula, charge and spin) = 147.47 kcal/mol
largest force on an atom = 0.0714 hartree/bohr
LUMO level = 0.09 eV

---

Entry 3:
Entry from the Open Molecules 2025 dataset: a 6-piece molecular cluster, C13H40N2O6 overall (the ωB97M-V functional and the def2-TZVPD basis).

Geometry as XYZ:
```
61
Properties=species:S:1:pos:R:3:lowdin_charge:R:1
O 21.569 -3.517 -24.839 0.252
H 21.025 -3.268 -25.615 0.176
H 21.115 -4.383 -24.431 0.098
H 21.486 -2.782 -24.206 0.167
O 18.584 -3.360 -22.896 0.268
H 18.126 -3.146 -23.729 0.181
H 19.165 -4.212 -23.026 0.109
H 19.195 -2.658 -22.601 0.178
O 18.688 -6.630 -25.499 0.191
H 18.346 -5.964 -26.120 0.151
H 19.248 -6.119 -24.783 0.062
H 19.187 -7.297 -26.073 0.108
O 20.113 -5.398 -23.793 -0.289
H 20.594 -5.808 -23.063 0.031
C 21.120 -6.609 -28.381 -0.066
C 21.545 -7.877 -27.627 -0.392
C 22.510 -7.479 -26.492 -0.215
O 22.877 -8.611 -25.715 -0.171
C 23.440 -8.127 -24.482 -0.071
N 20.296 -8.394 -27.076 0.044
H 20.304 -6.777 -29.087 0.086
H 21.924 -6.155 -28.961 0.092
H 20.704 -5.845 -27.711 0.052
H 22.127 -8.480 -28.329 0.158
H 21.845 -6.855 -25.869 0.088
H 23.387 -6.878 -26.736 0.139
H 23.635 -8.990 -23.851 0.100
H 22.697 -7.499 -23.984 0.068
H 24.372 -7.609 -24.713 0.098
H 19.666 -8.651 -27.831 0.110
H 20.567 -9.279 -26.643 0.114
C 17.800 -5.552 -16.920 -0.011
C 17.947 -4.841 -18.275 -0.516
C 19.340 -4.316 -18.542 -0.152
C 20.297 -5.452 -18.909 -0.162
C 19.732 -6.057 -20.209 -0.150
C 18.273 -6.617 -20.084 -0.496
N 17.420 -5.699 -19.357 -0.102
O 16.109 -6.171 -19.100 0.022
C 17.764 -6.957 -21.478 -0.041
C 18.510 -7.993 -19.393 -0.020
C 17.112 -3.564 -18.175 -0.044
H 16.777 -5.897 -16.776 0.091
H 18.042 -4.897 -16.084 0.095
H 18.416 -6.451 -16.883 0.069
H 19.407 -3.555 -19.324 0.107
H 19.757 -3.888 -17.629 0.133
H 20.321 -6.222 -18.137 0.112
H 21.311 -5.058 -18.983 0.115
H 20.388 -6.856 -20.557 0.111
H 19.827 -5.208 -20.907 0.079
H 16.937 -7.664 -21.526 0.092
H 17.297 -6.044 -21.879 0.072
H 18.589 -7.191 -22.150 0.067
H 19.311 -8.574 -19.853 0.088
H 18.758 -7.947 -18.332 0.074
H 17.592 -8.579 -19.452 0.088
H 17.181 -3.011 -19.118 0.072
H 17.526 -2.931 -17.390 0.093
H 16.041 -3.681 -18.013 0.089
H 15.674 -5.916 -19.920 0.105
```

Values from the calculation:
HOMO-LUMO gap = 4.5 eV
total charge = +2
molecular weight = 320.47 u
multiplicity = 1
largest force on an atom = 0.0520 hartree/bohr
LUMO level = -8.06 eV

---

What did the first record say?
Entry from the Open Molecules 2025 dataset: a 7-piece molecular cluster, C13H39BFO9 overall (the ωB97M-V functional and the def2-TZVPD basis).

Geometry as XYZ:
```
63
Properties=species:S:1:pos:R:3:lowdin_charge:R:1
C -0.900 1.777 -0.041 -0.069
C -1.366 1.563 -1.542 -0.227
F -2.485 0.635 -1.487 -0.112
B -0.158 0.782 -2.329 -0.765
O 1.165 1.441 -2.467 -0.111
C 2.125 0.339 -2.522 -0.122
C 1.274 -0.967 -2.160 -0.291
C 1.836 -2.010 -1.111 -0.130
C 0.678 -3.081 -0.828 -0.173
C 0.388 -3.329 0.704 -0.272
O -0.237 -2.229 1.389 -0.102
O 0.178 -0.352 -1.429 -0.088
H 0.184 2.052 0.007 0.054
H -1.555 2.536 0.491 0.072
H -1.023 0.810 0.536 0.073
H -1.726 2.506 -2.048 0.105
H -0.459 0.348 -3.410 0.105
H 2.538 0.425 -3.580 0.105
H 2.970 0.653 -1.843 0.112
H 0.719 -1.515 -2.975 0.142
H 2.730 -2.534 -1.559 0.104
H 2.065 -1.511 -0.127 0.109
H -0.284 -2.847 -1.365 0.120
H 1.035 -4.078 -1.249 0.105
H 1.310 -3.699 1.265 0.119
H -0.353 -4.187 0.772 0.112
H 0.268 -1.403 1.273 0.052
C 1.041 4.712 2.071 -0.169
O 1.251 3.755 1.043 -0.132
H 0.078 4.513 2.540 0.073
H 1.831 4.636 2.824 0.076
H 1.031 5.720 1.647 0.075
H 2.105 3.953 0.641 0.087
C 0.383 1.457 3.455 -0.138
O 0.593 0.533 2.404 -0.128
H -0.581 1.243 3.917 0.085
H 1.173 1.358 4.206 0.076
H 0.374 2.471 3.059 0.040
H 1.447 0.738 2.006 0.087
C -1.943 -4.932 3.858 -0.155
O -0.677 -4.407 3.480 -0.142
H -1.838 -6.003 4.037 0.076
H -2.290 -4.448 4.769 0.045
H -2.666 -4.770 3.053 0.081
H -0.792 -3.459 3.323 0.059
C -1.572 3.808 -4.904 -0.153
O -0.278 3.287 -5.161 -0.131
H -2.106 3.895 -5.850 0.075
H -2.119 3.133 -4.241 0.070
H -1.492 4.797 -4.443 0.075
H 0.176 3.214 -4.309 0.075
C -3.397 -4.377 7.584 -0.159
O -3.900 -4.146 6.275 -0.142
H -3.136 -5.431 7.674 0.079
H -2.504 -3.770 7.754 0.078
H -4.160 -4.131 8.327 0.072
H -4.124 -3.210 6.216 0.083
C 3.201 2.149 -6.553 -0.171
O 2.164 2.807 -7.265 -0.135
H 4.083 2.097 -7.191 0.069
H 3.446 2.709 -5.646 0.075
H 2.888 1.136 -6.288 0.073
H 1.396 2.840 -6.680 0.043
```

Values from the calculation:
HOMO-LUMO gap = 6.8 eV
total charge = -1
molecular weight = 369.26 u
multiplicity = 1
largest force on an atom = 0.0566 hartree/bohr
LUMO level = 2.31 eV

---

> The highest HOMO-LUMO gap belongs to which entry?

C13H39NO10